# 1
ORCA calculation (wB97M-V/def2-TZVPD) on a structure of composition C52H40CoN2O2P2S6.

frontier orbital gap (spin up / spin down): 0.216 / 0.217 Ha
HOMO energy (spin up / spin down): -6.09 / -6.09 eV
ΔE to the lowest compared entry with this formula, charge and spin: 0.0 kJ/mol
2S+1: 2

XYZ file:
```
105
Properties=species:S:1:pos:R:3:mulliken_charge:R:1
Co 0.04 0.33 0.28 1.14
S 4.02 -0.77 2.66 -0.09
S 6.86 -1.10 1.83 -0.27
S 2.00 0.96 -0.74 -0.38
S 0.35 -1.97 -0.04 2.35
S 4.79 0.00 -0.01 -0.14
S 1.15 0.18 2.29 -0.91
P -1.86 -0.16 1.65 2.40
P -1.00 0.45 -1.71 2.49
O 1.54 -2.47 -0.76 -0.93
O -0.38 2.58 0.49 0.50
N 0.14 4.77 0.31 -0.44
N 1.25 3.43 1.84 -0.20
C 5.30 -0.67 1.50 0.15
C -1.83 2.06 -1.90 0.03
C 0.96 -0.62 -3.41 -0.20
C -5.89 0.41 0.75 -0.53
C -2.36 2.42 2.56 -0.76
C -4.29 -5.12 -2.46 -0.89
C -0.56 -3.58 3.59 1.71
C -2.88 4.65 -1.96 -0.67
C -3.63 -0.37 1.14 0.29
C 0.49 -4.51 3.76 0.09
C -0.15 0.23 -3.32 1.26
C -3.09 -3.10 -2.03 1.15
C -0.65 -2.65 2.54 -1.65
C -1.50 -3.68 4.63 0.23
C -1.70 -1.70 2.64 -0.28
C -1.07 -4.20 -0.60 -0.20
C -2.57 -2.84 4.65 -1.34
C -2.10 -2.21 -1.57 -1.71
C 0.32 3.53 0.86 -0.04
C -1.07 -2.83 -0.78 -0.30
C -2.38 3.46 3.48 -1.05
C 1.50 -0.91 -4.66 -1.08
C -4.38 -1.42 -3.13 -1.30
C -6.26 -0.83 0.28 -1.16
C -5.09 -3.93 -3.05 -0.94
C -1.45 0.95 4.22 -0.43
C -1.45 2.00 5.14 -0.84
C 1.51 -4.53 2.85 -1.35
C -3.09 -4.49 -1.80 0.53
C -1.92 3.25 4.77 -0.82
C -4.58 0.65 1.18 -0.74
C 0.36 -2.81 1.55 -0.60
C 3.11 0.27 0.41 0.32
C -4.22 -2.72 -2.78 0.54
C -0.69 0.77 -4.49 -0.61
C -1.92 1.15 2.92 1.11
C 0.26 -5.31 5.01 -0.95
C -2.28 -0.84 -1.97 0.06
C -3.03 2.35 -1.26 -0.32
C 0.97 -0.36 -5.81 -0.67
C -1.08 -4.78 5.59 -0.87
C 2.76 -0.09 1.66 -0.05
C -1.15 3.08 -2.56 -0.50
C -2.64 -1.84 3.65 0.15
C -1.68 4.36 -2.60 -1.28
C -5.32 -1.86 0.26 -0.69
C -0.13 0.48 -5.72 -0.95
C -3.38 -0.51 -2.73 0.14
C 1.41 -3.67 1.73 -0.20
C -2.06 -5.05 -1.10 -1.30
C -3.55 3.64 -1.28 -0.47
C -4.03 -1.63 0.70 -0.59
H -5.22 -1.08 -3.72 0.47
H -2.73 4.44 3.18 0.48
H 1.97 4.13 1.92 0.24
H -1.14 5.14 -3.13 0.41
H -0.56 0.92 -6.62 0.44
H -0.19 2.88 -3.02 0.45
H -6.06 -3.82 -2.56 0.26
H 0.20 -6.38 4.79 0.30
H -1.84 -5.56 5.64 0.30
H -3.56 1.58 -0.72 0.35
H -0.56 4.86 -0.40 0.10
H -1.07 1.82 6.13 0.45
H -3.29 5.65 -1.99 0.38
H -1.05 -0.01 4.51 0.40
H 2.36 -1.57 -4.71 0.51
H -3.98 -5.82 -3.24 0.36
H -4.33 1.63 1.55 0.46
H -3.45 -1.13 3.71 0.58
H -4.48 3.85 -0.77 0.51
H 1.41 -0.58 -6.77 0.39
H -2.00 -6.12 -0.92 0.48
H -5.28 -4.05 -4.12 0.40
H -6.61 1.22 0.79 0.48
H 1.45 2.48 2.15 -0.17
H 1.08 -5.18 5.72 0.32
H -3.49 0.51 -3.07 0.48
H -4.88 -5.69 -1.74 0.29
H -1.56 1.41 -4.44 0.36
H -3.32 -2.45 0.72 0.38
H 2.36 -5.19 2.95 0.48
H -2.66 2.63 1.54 -0.02
H -0.26 -4.63 -0.03 0.63
H -1.92 4.06 5.49 0.38
H -7.27 -1.01 -0.05 0.41
H 0.62 5.58 0.64 0.18
H -3.33 -2.88 5.42 0.45
H -5.60 -2.85 -0.08 0.58
H 2.17 -3.71 0.95 0.69
H 1.41 -1.04 -2.53 0.10
H -0.96 -4.38 6.60 0.29
```



# 2
ORCA calculation (wB97M-V/def2-TZVPD) on a structure of composition C54H61BrF8I2NO23PS.

frontier orbital gap: 0.288 Ha
HOMO energy: -7.64 eV
2S+1: 1

XYZ file:
```
152
Properties=species:S:1:pos:R:3:mulliken_charge:R:1
I 0.45 4.60 -4.76 0.14
I -1.59 2.97 -7.07 0.08
Br 7.08 -4.64 -1.17 -0.15
S 3.76 0.94 -2.31 -0.35
P 1.95 -3.34 0.78 1.44
F -9.76 4.89 1.22 -0.30
F -8.08 5.42 -3.20 -0.30
F 9.32 -2.88 2.20 -0.30
F -7.45 4.53 3.63 -0.36
F 4.11 -4.65 -0.73 -0.46
F -2.17 -0.86 5.26 -0.26
F 9.61 -7.75 -3.46 -0.27
F -9.89 0.63 5.58 -0.30
O -7.58 6.47 0.04 -0.34
O -1.05 -2.78 4.86 -0.32
O -10.41 2.16 3.25 -0.27
O 0.86 -1.95 4.04 -0.21
O -6.68 0.77 6.85 -0.32
O -4.78 3.26 1.86 -0.16
O 0.48 -4.18 3.97 -0.51
O -6.35 3.01 6.81 -0.54
O -9.62 0.51 1.95 -0.51
O 9.24 0.26 0.79 -0.34
O -6.61 2.55 2.93 -0.13
O -0.67 0.16 0.07 -0.39
O -5.38 1.10 1.72 -0.52
O -8.24 2.12 5.97 -0.27
O -9.69 2.63 1.18 -0.29
O 11.28 -4.84 -2.67 -0.33
O 11.10 -6.30 -4.35 -0.32
O -5.36 6.85 0.00 -0.50
O 7.45 1.14 1.85 -0.50
O 1.77 -0.31 1.03 0.47
O -6.40 5.96 -1.80 -0.33
O 12.26 -4.38 -4.64 -0.50
O 8.03 -1.02 2.16 -0.33
N 2.19 -0.20 -0.28 0.67
C 8.83 -1.90 1.40 0.90
C 11.61 -5.09 -3.95 0.63
C 3.02 -1.20 -0.81 -1.61
C 3.50 1.39 1.52 -1.26
C -0.70 1.53 -1.91 0.86
C 5.73 -0.97 -3.48 -2.24
C 9.92 -0.99 0.89 -0.45
C 2.00 1.17 -2.20 0.20
C -7.02 2.05 6.58 0.65
C 10.37 -5.86 -2.23 0.23
C -0.03 2.12 -2.98 1.34
C -5.41 4.43 2.41 0.14
C 1.37 0.55 -1.15 -0.75
C -7.65 5.30 -1.93 0.42
C 7.48 0.69 -2.41 0.31
C 0.71 -4.21 -0.30 -0.81
C -10.43 3.59 3.11 -0.13
C -2.88 4.25 -1.16 -0.24
C -8.55 0.81 5.53 0.52
C 4.95 -2.91 -2.01 0.08
C 2.83 -4.64 1.72 -1.45
C -8.52 6.06 -0.96 -0.25
C 4.05 -3.34 -1.05 0.47
C 2.84 0.07 1.90 -0.02
C -6.34 6.47 -0.53 0.75
C -2.18 1.78 -1.67 -1.84
C 10.70 -6.99 -3.18 0.28
C 0.14 -3.08 4.26 0.61
C -2.44 2.89 -0.61 0.47
C 6.71 -0.08 -2.88 -0.47
C -1.79 5.18 -1.35 -1.02
C -0.75 2.94 -4.04 -1.48
C -2.03 0.88 -4.96 -0.80
C 3.10 -2.56 -0.44 0.17
C -1.02 1.98 -5.25 -0.25
C 0.04 -0.84 4.38 -0.04
C -7.81 -0.06 6.52 -0.47
C -2.69 -0.89 0.75 -1.07
C -9.88 1.65 2.11 0.64
C 4.43 -4.34 -4.52 -1.00
C -6.30 3.82 3.48 0.31
C -0.90 5.99 -1.40 0.01
C 8.17 0.22 1.62 0.65
C -0.01 0.72 -1.00 -0.52
C 3.89 -0.76 -1.81 1.09
C 1.33 1.93 -3.11 -0.51
C -0.95 -1.45 5.34 0.17
C -1.51 -0.96 -0.21 0.58
C -10.42 3.76 1.61 0.26
C 4.84 -1.58 -2.42 -0.17
C -5.57 2.19 2.13 0.30
C 5.38 -4.94 -3.49 -0.54
C 5.96 -3.84 -2.59 -0.77
C 1.21 -5.46 -1.02 -1.17
H -1.90 0.46 -3.97 -0.02
H 0.63 -0.04 4.84 0.41
H 1.91 2.37 -3.91 0.43
H -9.31 5.45 -0.52 0.07
H -7.48 -1.01 6.11 0.31
H -5.82 3.69 4.45 0.25
H -9.54 4.02 3.57 0.06
H 1.95 -5.19 -1.77 0.07
H 3.12 -5.49 1.11 0.42
H 4.34 -5.00 -5.38 0.45
H 1.56 -6.23 -0.34 0.31
H -7.52 4.24 -1.69 0.26
H 0.02 6.46 -1.63 0.47
H 2.48 0.10 2.92 0.32
H -2.28 -0.80 1.76 -0.01
H 4.18 1.26 0.69 0.16
H -0.63 -1.47 6.38 0.25
H 6.68 -3.29 -3.18 0.55
H 0.41 -3.47 -1.03 0.40
H 8.22 -2.36 0.61 -0.20
H -0.45 -0.45 3.48 -0.09
H 3.62 -0.70 1.85 0.15
H -1.67 3.37 -3.69 0.47
H 8.11 1.35 -1.86 0.52
H 6.20 -1.72 -4.10 0.46
H -2.69 2.05 -2.59 0.80
H 3.70 -4.23 2.24 0.41
H 0.37 -5.90 -1.56 0.48
H 2.76 2.15 1.27 0.21
H -11.41 3.75 1.14 0.25
H -1.86 -0.92 -1.24 0.34
H -3.50 4.18 -2.05 0.50
H -3.24 -1.83 0.73 0.45
H -0.13 -4.42 0.36 0.52
H -3.50 4.70 -0.38 -0.05
H 10.55 -6.11 -1.19 0.32
H -2.68 0.91 -1.29 0.57
H -1.86 0.08 -5.67 0.45
H 11.51 -7.64 -2.85 0.25
H 10.32 -1.29 -0.07 0.29
H -3.36 -0.07 0.53 0.29
H -1.00 -1.90 -0.04 -0.44
H -3.05 1.23 -5.11 0.40
H 5.09 -0.39 -4.14 0.63
H -8.40 -0.24 7.42 0.29
H 4.82 -3.40 -4.92 0.17
H 4.08 1.71 2.38 0.52
H -11.31 4.01 3.58 0.34
H -8.96 6.95 -1.42 0.31
H -4.68 5.12 2.81 0.38
H 2.14 -5.01 2.46 0.36
H -0.07 1.51 -5.46 0.52
H -8.21 0.69 4.49 0.13
H 6.22 -5.36 -4.04 0.49
H -3.26 2.56 0.01 -0.67
H 10.74 -0.90 1.61 0.27
H 3.46 -4.14 -4.07 0.19
H 9.35 -5.51 -2.35 -0.35
H -1.57 3.03 0.03 0.55
H 4.94 -5.75 -2.93 0.26
H -6.00 4.93 1.64 -0.44
```



# 3
ORCA calculation (wB97M-V/def2-TZVPD) on the ion C5H10NS with charge +1.

net charge: +1
frontier orbital gap: 0.309 Ha
HOMO energy: -11.99 eV
ΔE to the lowest compared entry with this formula, charge and spin: 380.0 kJ/mol
2S+1: 1

XYZ file:
```
17
Properties=species:S:1:pos:R:3:mulliken_charge:R:1
S -1.49 -0.43 -2.21 -0.13
N 0.36 -1.82 1.00 -0.28
C -1.24 0.23 -0.68 -0.06
C -0.65 1.58 -0.41 -0.49
C 1.14 0.32 0.64 -0.10
C 0.64 -0.83 0.00 -0.74
C 0.51 1.47 0.60 -0.56
H 1.20 -2.00 1.58 0.35
H -1.81 -0.27 0.23 0.27
H 1.96 0.11 1.30 0.38
H 0.95 2.41 1.08 0.34
H -0.35 1.94 -1.42 0.31
H 0.03 -2.76 0.63 0.36
H -0.64 0.34 -2.96 0.18
H -0.37 -1.41 1.62 0.41
H 1.25 -1.13 -0.86 0.40
H -1.49 2.25 -0.14 0.36
```



# 4
ORCA calculation (wB97M-V/def2-TZVPD) on a structure of composition C6H8O3.

frontier orbital gap: 0.335 Ha
HOMO energy: -8.87 eV
ΔE to the lowest compared entry with this formula, charge and spin: 346.5 kJ/mol
2S+1: 1

XYZ file:
```
17
Properties=species:S:1:pos:R:3:mulliken_charge:R:1
O 0.51 -1.53 -2.23 -0.26
O 1.80 -1.30 0.34 -0.54
O -0.56 -1.91 1.13 -0.62
C 1.46 -0.52 1.50 -0.43
C -0.34 0.10 -0.53 1.37
C 0.16 -0.75 -1.49 0.19
C 0.35 1.46 -0.49 -1.71
C -1.86 0.12 -0.44 -1.53
C 0.26 -1.06 0.88 0.68
H -2.13 0.65 0.48 0.36
H 1.70 -0.98 2.46 0.30
H -2.27 -0.89 -0.38 0.37
H 0.11 1.94 0.46 0.37
H 1.43 1.38 -0.58 0.44
H 1.72 0.54 1.48 0.20
H -0.02 2.10 -1.29 0.41
H -2.31 0.65 -1.28 0.40
```



# 5
ORCA calculation (wB97M-V/def2-TZVPD) on a structure of composition C28H19F10N6O4RuS.

net charge: +1
frontier orbital gap (spin up / spin down): 0.174 / 0.168 Ha
HOMO energy (spin up / spin down): -10.27 / -10.18 eV
2S+1: 1

XYZ file:
```
69
Properties=species:S:1:pos:R:3:mulliken_charge:R:1
Ru 0.13 -0.45 0.32 0.59
S -2.40 -1.32 -0.43 -0.52
F 0.32 -1.46 -4.81 -0.28
F -1.42 3.60 2.54 -0.39
F -0.56 -5.87 -3.39 -0.28
F -1.76 5.71 -1.65 -0.29
F -0.88 1.08 -1.45 -0.19
F -1.35 3.29 -2.89 -0.30
F -0.36 -4.04 -5.41 -0.28
F -0.15 -5.20 -0.87 -0.32
F -1.88 5.77 1.08 -0.30
F 0.86 -0.76 -2.25 -0.09
O 7.56 1.34 -1.86 -0.63
O 2.52 -0.88 0.87 -0.27
O 6.98 3.33 -2.44 -0.63
O 1.52 1.22 -0.54 0.45
N -0.27 -1.38 2.29 0.77
N -4.86 -0.94 0.37 0.05
N 0.52 -2.43 -0.20 0.74
N -3.33 0.73 0.98 0.19
N 6.75 2.23 -2.01 1.02
N -0.51 1.16 1.24 1.52
C -5.63 0.89 1.62 -0.99
C 0.33 -2.91 -1.43 -0.49
C -0.12 -3.68 -4.16 0.69
C -5.87 -0.30 1.00 -0.20
C 0.22 -2.37 -3.84 -0.11
C 0.22 -0.25 3.09 -1.51
C -1.30 3.50 1.21 0.19
C 0.63 -2.54 2.24 -1.55
C -0.01 -4.24 -1.80 0.37
C 5.08 0.73 -1.06 -0.46
C 0.47 -2.02 -2.53 0.25
C -1.53 4.61 -0.94 0.60
C -3.58 -0.43 0.36 -0.02
C 3.11 2.67 -1.45 -0.97
C -0.92 2.27 0.61 -0.42
C -1.29 3.38 -1.57 0.05
C 0.42 -3.32 0.94 -0.78
C 3.78 0.47 -0.62 1.01
C -1.56 4.64 0.46 0.29
C -1.59 -1.81 2.74 -1.47
C 3.51 -0.69 0.16 -0.69
C -1.01 2.26 -0.81 0.06
C -0.48 1.06 2.68 -0.95
C 4.40 2.92 -1.81 -0.59
C 2.72 1.43 -0.85 -0.24
C -4.30 1.38 1.56 0.18
C -0.23 -4.61 -3.12 0.10
C 5.39 1.94 -1.64 -0.54
H 5.86 0.00 -0.90 0.57
H 0.45 -3.21 3.10 0.51
H -0.57 -3.80 0.94 0.52
H 1.66 -2.20 2.27 0.48
H 4.69 3.86 -2.24 0.52
H -1.52 -2.24 3.75 0.28
H -4.04 2.32 2.02 0.41
H 2.34 3.41 -1.61 0.50
H 0.06 -0.44 4.16 0.47
H -2.28 -0.96 2.77 0.30
H -2.00 -2.56 2.07 0.35
H 1.17 -4.11 0.88 0.58
H -1.51 1.09 3.07 0.55
H -6.84 -0.78 0.98 0.43
H -5.01 -1.82 -0.11 0.29
H 1.29 -0.14 2.90 0.50
H 0.08 1.89 3.13 0.55
H -6.41 1.43 2.13 0.44
H 4.30 -1.46 0.15 0.36
```



no.,F_max (eV/A),DFT total energy (a.u.)
1,0.30,-6720.29380
2,1.75,-8587.33771
3,5.57,-649.08065
4,0.77,-459.01822
5,3.37,-3199.14658